[1]
C32H57O5Si4TeV as an isolated structure at a distorted geometry, computed with ωB97M-V with the def2-TZVPD basis set.

- Multiplicity: 2
- ⟨S²⟩: 1.068
- Net charge: -1

Geometry as XYZ:
```
100
Properties=species:S:1:pos:R:3:forces:R:3
C 5.48924 3.98671 0.56341 0.3 0.9 0.1
C 3.97286 3.90141 0.80126 0.2 -0.2 -0.3
C 6.04777 2.54569 0.64021 0.0 -0.1 0.0
C 4.94415 1.69751 1.31544 -0.7 -0.4 0.0
H 6.93241 2.59185 1.28201 -0.1 -0.2 -0.3
H 6.34444 2.18242 -0.34964 -0.1 0.0 0.2
C 3.88191 2.70597 1.75983 -0.1 0.7 0.0
H 3.48331 3.68339 -0.16385 0.0 0.1 0.4
H 3.57652 4.83335 1.24533 0.1 -0.6 -0.4
C 2.54646 2.01710 1.74570 0.1 -0.7 0.5
H 4.09899 3.07660 2.77150 0.0 -0.1 -0.1
H 5.34941 1.18846 2.19906 0.0 0.0 -0.2
C 4.14708 0.63156 0.48640 -1.9 0.4 0.8
C 5.83575 4.68703 -0.73390 -1.1 -0.4 -1.5
C 6.15457 4.88503 1.60180 1.1 -0.5 1.2
O 7.25459 4.69766 2.09468 -1.2 0.0 -0.5
O 5.27367 4.47650 -1.79824 0.8 0.3 1.3
O 6.80902 5.60004 -0.57869 -0.3 -0.1 -0.5
O 5.41165 5.95680 1.91936 0.2 -0.1 -0.1
C 6.12092 6.87878 2.74969 0.0 0.2 0.1
H 5.44285 7.71585 2.91315 0.1 -0.1 0.0
H 7.02758 7.20389 2.23132 -0.1 0.0 0.2
H 6.38999 6.39981 3.69637 0.0 0.2 -0.2
C 7.03658 6.39146 -1.74611 0.2 0.3 -0.3
H 7.23638 5.75967 -2.61789 0.0 0.1 0.2
H 7.89853 7.01544 -1.51223 -0.1 -0.1 -0.1
H 6.16423 7.02261 -1.95177 0.1 -0.2 0.0
O 2.56010 0.92597 0.82488 3.1 0.4 -0.4
H 1.73181 2.70045 1.48446 0.2 -0.2 0.1
H 2.38393 1.57669 2.73744 -0.3 0.4 0.0
C 4.37517 -0.78275 0.99880 0.0 0.2 -0.3
C 4.23396 0.80651 -1.00090 0.2 -0.2 -0.4
H 5.23930 0.57405 -1.37940 -0.1 0.0 0.2
H 4.00847 1.84245 -1.27966 0.1 -0.3 0.0
H 3.52346 0.13052 -1.49276 0.2 0.2 0.1
H 3.74548 -1.49393 0.44642 0.1 0.2 0.3
H 4.15208 -0.82826 2.07318 -0.1 0.0 -0.3
H 5.43293 -1.05581 0.86605 -0.2 0.0 0.0
V 0.19843 0.44287 0.25423 -1.6 0.5 2.0
C -0.73761 -0.78451 2.14061 0.2 0.8 0.4
C 0.24398 0.14477 2.61285 -1.0 -0.3 -0.1
C -0.25144 1.47483 2.35144 -0.1 -0.4 0.0
H 1.15766 -0.11490 3.14585 -0.3 0.1 -0.2
C -1.49731 1.36228 1.68139 0.2 -1.1 0.8
C -1.79752 -0.03768 1.52986 0.8 0.3 0.8
H -2.72692 -0.46034 1.16084 0.4 0.1 -0.2
H -0.70302 -1.86812 2.25157 0.1 0.5 -0.2
H 0.18947 2.40035 2.71211 -0.2 -0.3 -0.2
H -2.16298 2.18909 1.44816 0.3 -0.3 -0.1
C 0.38127 0.18370 -1.95910 0.2 0.9 -0.1
C -0.97930 0.37309 -1.53591 0.2 0.4 -0.7
C -1.07531 1.67457 -0.94113 0.5 0.1 -0.9
H -1.80266 -0.30618 -1.73978 0.4 0.1 0.2
C 0.23791 2.25960 -0.92005 0.1 0.1 -1.0
C 1.11584 1.35774 -1.59110 -1.0 -0.1 -0.9
H 2.13072 1.59436 -1.89101 -0.4 -0.3 0.4
H 0.77147 -0.67932 -2.48852 -0.1 0.1 0.2
H -1.99159 2.19075 -0.67461 0.3 -0.3 0.1
H 0.49662 3.25353 -0.56922 0.0 -0.2 -0.1
C -4.21570 -2.35526 -3.91942 0.0 -0.1 -0.5
Si -3.79772 -3.83843 -2.83152 0.2 0.3 1.2
C -5.22353 -5.06964 -2.88376 -0.2 -0.2 -0.6
C -2.24563 -4.68933 -3.47375 -0.1 -0.1 -0.5
Si -3.43476 -3.06686 -0.62472 -0.4 -0.6 -0.1
Te -0.98693 -2.97099 -0.50450 0.3 -0.2 0.0
Si -5.21881 -1.50546 -0.31325 1.3 -0.6 -0.1
C -6.79543 -2.17977 -1.10415 -0.3 0.2 0.0
C -5.60140 -1.21211 1.50905 -0.3 0.3 0.1
C -4.72772 0.12370 -1.10977 -0.5 0.5 0.0
Si -3.98317 -4.77430 0.90813 0.4 0.9 -1.0
C -5.77924 -5.31219 0.73044 -0.3 -0.5 0.4
C -2.83370 -6.21748 0.53615 -0.1 -0.4 0.4
C -3.71094 -4.12585 2.65601 0.0 -0.3 0.3
H -4.40435 -2.72710 -4.93824 0.0 0.2 0.1
H -3.37284 -1.65286 -3.97072 -0.1 -0.1 0.1
H -5.10506 -1.80058 -3.59343 0.2 -0.2 0.0
H -5.33595 -5.39409 -3.93034 -0.1 -0.1 0.2
H -5.02546 -5.96388 -2.27739 0.0 0.2 -0.1
H -6.18147 -4.63996 -2.56280 0.2 -0.1 0.0
H -1.35080 -4.06079 -3.35765 -0.4 -0.2 0.0
H -2.06006 -5.64039 -2.95615 0.0 0.3 0.0
H -2.39747 -4.91864 -4.54116 0.1 0.0 0.1
H -7.12750 -3.12248 -0.65123 0.1 0.2 -0.1
H -7.58813 -1.43441 -0.93430 0.0 -0.2 -0.1
H -6.71313 -2.33115 -2.18722 0.0 0.0 0.2
H -4.73821 -0.82530 2.06426 -0.1 -0.1 -0.1
H -6.39925 -0.45568 1.56718 0.1 -0.1 0.1
H -5.96376 -2.11463 2.01728 0.1 0.1 -0.2
H -3.73545 0.46529 -0.79278 -0.2 -0.2 0.0
H -4.73566 0.07252 -2.20633 0.0 0.0 0.2
H -5.45715 0.88956 -0.80393 0.1 0.0 -0.2
H -6.01839 -5.69254 -0.27130 0.1 0.1 0.2
H -5.94477 -6.13108 1.44846 -0.2 0.1 -0.1
H -6.48752 -4.50895 0.97546 0.2 -0.1 0.0
H -1.78060 -5.93694 0.66662 -0.3 0.1 -0.1
H -3.05844 -7.02978 1.24578 0.1 0.0 -0.2
H -2.96268 -6.59964 -0.48714 0.0 0.1 0.2
H -2.67370 -3.80086 2.80531 -0.2 -0.1 -0.1
H -4.36825 -3.28602 2.91291 0.1 -0.2 -0.1
H -3.91453 -4.94460 3.36276 0.1 0.2 0.0
```
Forces are in eV/Å.


[2]
A 2-piece molecular cluster, CH3N3O3 overall at a distorted geometry, computed with ωB97M-V with the def2-TZVPD basis set.

- Energy above the lowest of the compared OMol25 structures with the same formula, charge and spin: 0.00 kcal/mol
- Structure (SMILES): Oc1nnno1.O

Geometry as XYZ:
```
10
Properties=species:S:1:pos:R:3:forces:R:3
O 1.93006 -1.42528 -0.05950 -0.4 0.4 0.0
C 1.18528 -0.33346 -0.02579 0.2 -0.2 0.1
N 1.49076 0.88630 -0.37666 0.7 -1.5 -0.2
N 0.36133 1.54104 -0.08520 1.6 3.5 -1.0
N -0.49634 0.87562 0.40809 -3.4 -0.9 1.2
O -0.04006 -0.43878 0.45878 1.0 -1.2 0.0
H 2.78678 -1.17102 -0.41928 0.2 0.0 -0.1
O -3.45830 -0.38014 -0.22405 0.3 -0.6 0.0
H -4.14204 -1.03456 -0.39102 -0.4 0.1 -0.1
H -2.70037 -0.96077 -0.06048 0.1 0.5 0.1
```
Forces are in eV/Å.


[3]
A 6-piece molecular cluster, C20H32O23S6 overall at a distorted geometry, computed with ωB97M-V with the def2-TZVPD basis set.

- Structure (SMILES): O=S1(=O)C[C@H](c2ccccc2)CCO1.O=S1(=O)OCCO1.O=S1(=O)OCCO1.O=S1(=O)OCCO1.O=S1(=O)OCCO1.O=S1(=O)OCCO1

Geometry as XYZ:
```
81
Properties=species:S:1:pos:R:3:forces:R:3
O -6.05632 -6.75506 4.89673 0.0 -0.2 -2.6
S -6.57144 -5.87486 3.84201 -0.7 1.3 4.9
O -7.37832 -4.84602 4.49427 0.2 -0.8 -2.4
C -5.18433 -5.02324 3.02712 0.5 0.3 -1.0
C -4.75066 -5.56859 1.59969 -0.1 0.8 -0.7
C -4.83746 -4.35290 0.59529 0.6 1.1 -1.1
C -3.64002 -3.54061 0.41293 -1.4 0.4 -1.0
C -3.61475 -2.41687 -0.51227 -1.8 -1.3 0.2
C -4.83211 -2.12019 -1.26438 0.1 -1.0 0.9
C -6.04558 -2.90274 -1.09059 2.0 -0.2 1.2
C -6.03668 -4.00523 -0.14826 1.0 0.5 -0.1
C -5.53659 -6.81800 1.05066 -0.1 -0.7 0.0
C -6.46324 -7.56927 2.06795 0.0 -1.2 -1.5
O -7.44089 -6.68336 2.71248 2.4 0.7 0.8
H -5.48099 -3.94691 2.91461 -0.1 -1.1 0.3
H -4.28809 -5.03595 3.70471 -1.2 -0.3 -0.3
H -3.66096 -5.83968 1.67402 -1.1 0.2 -0.1
H -2.72945 -3.82553 0.98698 -0.7 0.3 -0.5
H -2.68607 -1.81611 -0.67863 -1.3 -1.0 0.3
H -4.83498 -1.28307 -2.00411 0.1 -0.8 0.8
H -6.94434 -2.63816 -1.68670 0.7 -0.4 0.6
H -6.96093 -4.61736 0.00898 0.9 0.7 -0.2
H -4.77073 -7.56882 0.70041 -0.8 0.6 0.4
H -6.16026 -6.60362 0.13991 0.7 0.2 1.0
H -7.08933 -8.28937 1.47212 0.6 0.7 0.7
H -5.88702 -8.17820 2.80617 -0.6 0.8 -0.3
O -2.36466 0.04355 -1.70692 0.2 -0.1 0.3
S -1.68884 0.51807 -0.54737 0.1 1.3 0.0
O -1.24150 -0.34824 0.49017 0.0 -0.2 -0.4
O -2.57477 1.69347 0.10502 0.3 -0.5 -0.6
C -1.80486 2.90104 0.16997 0.5 0.4 0.4
C -0.82658 2.80486 -0.98143 -0.2 0.5 -0.4
O -0.44466 1.42529 -1.02376 -0.3 -0.5 0.6
H -1.28526 2.92371 1.13032 0.0 0.1 -0.1
H -2.45268 3.77172 0.08977 -0.1 -0.2 0.0
H 0.04412 3.44195 -0.84003 0.1 -0.2 0.1
H -1.30747 3.05176 -1.93213 0.0 0.0 0.0
O 3.88920 -4.83098 0.85535 -0.1 -0.1 0.4
S 2.99271 -4.31814 1.83281 -0.3 0.2 -0.2
O 3.17837 -4.52460 3.22642 0.2 0.0 -0.3
O 1.49604 -4.77763 1.43386 0.6 0.2 -0.2
C 0.66663 -3.62502 1.26330 -0.3 0.4 0.3
C 1.60742 -2.52293 0.81950 -0.2 0.0 -0.6
O 2.80431 -2.73500 1.57304 -0.2 -0.5 0.5
H 0.20737 -3.38910 2.22672 0.0 0.0 0.0
H -0.11356 -3.82187 0.52942 0.2 -0.2 0.0
H 1.20349 -1.53050 1.00993 0.2 0.0 0.2
H 1.85464 -2.61714 -0.24134 -0.1 0.0 0.0
O 0.74193 5.33810 0.58145 -0.2 0.3 0.0
S 1.55665 6.45318 0.21976 0.9 0.0 -0.4
O 1.25696 7.78085 0.62579 -0.2 -0.4 0.2
O 1.75152 6.42708 -1.38075 -0.3 -0.3 0.7
C 3.14968 6.35740 -1.69431 0.6 0.5 -0.1
C 3.78103 5.63771 -0.52340 0.1 -0.6 -0.5
O 3.07921 6.12395 0.62966 -0.7 0.5 -0.1
H 3.52958 7.37842 -1.78437 0.0 0.0 0.1
H 3.30415 5.83166 -2.62994 -0.3 0.0 0.1
H 4.84712 5.83557 -0.43857 -0.2 0.1 0.2
H 3.61695 4.55894 -0.58920 0.0 0.0 -0.1
O 3.67002 3.85114 -3.25115 0.3 -0.2 -0.4
S 3.72294 3.33253 -4.57866 -0.4 -0.2 -0.4
O 4.93408 2.91807 -5.18936 -0.1 0.1 0.4
O 2.97843 4.38027 -5.55486 0.0 -0.3 0.7
C 1.89558 3.72907 -6.22553 -0.1 -0.3 -0.5
C 1.44508 2.63446 -5.27749 -0.5 0.3 0.2
O 2.65190 2.13184 -4.69866 0.5 0.4 -0.3
H 2.27557 3.31177 -7.16105 0.0 0.0 0.0
H 1.10008 4.43963 -6.44351 0.2 0.1 0.1
H 0.90273 1.83990 -5.78601 0.2 -0.1 0.1
H 0.82597 3.03862 -4.47187 0.0 0.0 -0.1
O 6.74561 5.43482 0.40832 0.5 -0.2 -0.1
S 7.68517 4.56328 1.03088 0.0 -0.4 0.5
O 9.02714 4.44198 0.58568 -0.3 0.3 0.0
O 7.02696 3.09166 1.10987 -0.1 0.7 0.0
C 6.96918 2.66092 2.47248 0.3 -0.3 0.4
C 6.85352 3.93605 3.28495 -0.6 -0.1 0.1
O 7.69737 4.87542 2.61396 0.3 -0.3 -0.5
H 7.89502 2.12758 2.70102 0.0 0.0 0.0
H 6.12144 1.99531 2.62595 0.0 0.1 -0.2
H 7.17141 3.80257 4.31703 0.2 0.2 -0.1
H 5.83211 4.32567 3.26718 0.0 -0.1 0.0
```
Forces are in eV/Å.


The DFT total energy results, record by record, are as follows: -3999.80973; -429.81578; -4900.74646 hartree.